No. 1
{"formula": "C3H10NO2", "method": "ωB97M-V/def2-TZVPD", "energy_ha": -325.53661, "lumo_ev": 4.2, "orbital_gap_ev": 7.653, "total_charge": -1, "symbols": ["C", "N", "C", "O", "C", "H", "H", "H", "H", "H", "H", "H", "H", "H", "H", "O"], "coordinates": [[0.890, 0.790, 0.299], [-0.370, 0.741, 1.050], [-1.660, 0.855, 0.209], [-1.657, 0.270, -0.999], [1.780, -0.464, 0.455], [1.432, 1.632, 0.764], [0.715, 1.049, -0.749], [-0.390, -0.159, 1.507], [-2.407, 0.422, 0.903], [-1.863, 1.942, 0.181], [1.656, -0.814, 1.481], [1.375, -1.266, -0.163], [2.789, -0.196, 0.142], [-0.230, -1.649, -2.244], [-1.172, -1.131, -1.175], [-0.887, -2.021, -1.660]], "forces_ev_per_a": [[0.2, 0.8, 0.8], [-0.4, -0.4, -0.6], [0.6, -0.3, 0.2], [0.3, 0.3, 0.4], [-1.4, 0.5, -0.5], [0.3, 0.0, -0.4], [-0.1, -0.2, 0.0], [-0.3, -0.2, 0.0], [-0.1, 0.0, 0.2], [0.0, 0.1, -0.2], [0.7, 0.1, 0.2], [0.1, 0.0, -0.2], [0.2, -0.4, 0.4], [0.2, 0.0, -0.3], [-0.4, -0.3, -0.6], [0.1, 0.2, 0.6]]}

***

No. 2
{"formula": "C5H10O2", "method": "ωB97M-V/def2-TZVPD", "energy_ha": -346.86236, "lumo_ev": [-1.0, -1.0], "orbital_gap_ev": [7.354, 7.357], "symbols": ["C", "O", "C", "C", "C", "C", "O", "H", "H", "H", "H", "H", "H", "H", "H", "H", "H"], "coordinates": [[-1.756, -1.190, -0.926], [-0.798, -1.351, 0.098], [0.601, 0.353, 0.348], [0.485, 1.126, -0.900], [1.914, 0.182, 0.995], [-0.635, -0.154, 1.007], [-1.517, 0.779, 1.003], [-2.418, -0.350, -0.689], [-2.343, -2.113, -0.989], [-1.275, -1.019, -1.902], [-0.559, 1.318, -1.143], [0.996, 0.572, -1.700], [1.025, 2.076, -0.797], [2.766, 0.485, 0.382], [1.894, 0.792, 1.911], [2.017, -0.857, 1.331], [-0.395, -0.651, 1.973]], "forces_ev_per_a": [[-0.2, 0.0, -0.2], [0.0, -0.1, 0.0], [0.2, 0.1, -0.1], [-0.1, 0.0, 0.1], [0.0, -0.1, -0.1], [0.3, 0.1, 0.2], [-0.1, -0.1, 0.0], [0.1, -0.1, -0.1], [0.1, 0.2, 0.0], [-0.1, 0.0, 0.2], [0.1, 0.0, 0.0], [0.0, 0.0, 0.1], [0.0, -0.1, 0.0], [-0.2, 0.0, 0.1], [-0.1, -0.1, -0.1], [0.0, 0.1, 0.0], [-0.1, 0.1, -0.1]]}

***

No. 3
{"formula": "C3H5NO2", "method": "ωB97M-V/def2-TZVPD", "energy_ha": -322.53957, "lumo_ev": 0.8, "orbital_gap_ev": 11.521, "smiles": "[H]/N=C/OC(C)=O", "symbols": ["C", "C", "O", "O", "C", "N", "H", "H", "H", "H", "H"], "coordinates": [[1.189, 1.210, 0.851], [-0.138, 0.535, 0.633], [-1.168, 1.147, 0.538], [-0.072, -0.817, 0.372], [-0.833, -1.192, -0.714], [-0.765, -2.364, -1.157], [1.193, 1.791, 1.776], [2.036, 0.528, 0.806], [1.266, 1.932, 0.029], [-1.394, -0.351, -1.121], [-1.317, -2.419, -2.012]], "forces_ev_per_a": [[0.1, -0.1, 0.0], [-0.3, 0.6, -0.3], [0.3, -0.3, 0.2], [0.2, 0.2, -0.2], [0.0, -0.2, -0.2], [0.0, 0.4, 0.2], [-0.1, -0.2, -0.1], [-0.1, 0.0, 0.1], [0.1, -0.1, 0.1], [-0.1, -0.2, 0.0], [0.0, -0.1, 0.2]]}

***

No. 4
{"formula": "BaH20O10", "method": "ωB97M-V/def2-TZVPD", "energy_ha": -789.51057, "lumo_ev": -6.0, "orbital_gap_ev": 12.053, "total_charge": 2, "symbols": ["Ba", "O", "H", "H", "O", "H", "H", "O", "H", "H", "O", "H", "H", "O", "H", "H", "O", "H", "H", "O", "H", "H", "O", "H", "H", "O", "H", "H", "O", "H", "H"], "coordinates": [[-0.327, 0.227, 0.235], [-1.897, 2.408, 0.047], [-2.248, 3.096, 0.586], [-2.545, 2.270, -0.607], [-1.638, -2.372, -0.383], [-2.543, -2.532, -0.177], [-1.213, -3.219, -0.257], [0.361, 2.100, -1.629], [-0.176, 2.833, -1.986], [1.264, 2.285, -1.970], [0.623, -1.341, -2.092], [0.863, -2.264, -2.095], [0.422, -1.017, -2.951], [2.509, 0.419, -0.397], [2.806, 1.340, -0.437], [2.861, -0.048, -1.186], [-1.339, -1.489, 2.154], [-0.840, -1.238, 2.929], [-1.401, -2.439, 2.199], [1.197, -0.123, 2.558], [1.926, -0.728, 2.610], [0.692, -0.140, 3.390], [1.172, -2.186, 0.657], [1.321, -2.330, 1.622], [2.062, -2.234, 0.325], [0.880, 2.766, 1.270], [0.450, 3.542, 0.965], [0.952, 2.777, 2.226], [-2.096, -0.024, -2.160], [-1.921, -0.902, -2.496], [-2.167, 0.563, -2.949]], "forces_ev_per_a": [[0.4, -0.5, -0.7], [1.3, -0.4, 0.6], [-0.4, 0.9, 0.8], [-1.5, -0.3, -1.4], [0.8, 0.4, -0.4], [-1.3, -0.1, 0.1], [0.4, -0.3, -0.1], [0.7, 0.8, -0.9], [0.3, -0.4, 0.3], [-0.8, -0.2, 0.2], [0.2, 0.5, 1.7], [0.0, -0.4, -0.5], [0.0, 0.0, -1.3], [0.0, -0.3, -0.6], [0.2, -0.3, 0.1], [-0.2, 0.6, 0.6], [0.0, 0.6, 0.1], [-0.1, -0.1, 0.5], [-0.2, -0.5, -0.1], [-1.3, 0.8, 0.3], [0.7, -0.2, 0.4], [0.9, 0.0, -0.1], [-0.1, -0.3, 1.4], [-0.5, -0.1, -1.1], [0.7, -0.1, -0.6], [0.5, -1.9, 0.0], [-0.5, 1.3, -0.1], [0.1, 0.4, 0.2], [0.1, 1.3, -0.5], [-0.1, -0.5, -0.1], [0.0, -0.8, 0.8]]}

***

Summary of strongest force on any atom in eV Å⁻¹
1.5 0.4 0.8 2.1
(order as listed above)
Summary of energy above the lowest of the compared OMol25 structures with the same formula, charge and spin in kcal per mole
11.3 102.3 21.8 11.3
(order as listed above)